{
  "formula": "C25H29N5O2",
  "method": "ωB97M-V with the def2-TZVPD basis set",
  "species": ["C", "N", "C", "O", "C", "C", "C", "C", "N", "C", "C", "C", "C", "C", "C", "N", "C", "C", "O", "H", "H", "H", "H", "H", "H", "H", "H", "H", "H", "H", "H", "H", "H", "H", "H", "H", "H", "N", "C", "C", "C", "C", "N", "C", "C", "C", "C", "C", "C", "C", "H", "H", "H", "H", "H", "H", "H", "H", "H", "H", "H"],
  "positions_angstrom": [[4.485, 0.947, -1.832], [3.404, -0.005, -1.579], [3.544, -1.208, -1.002], [4.639, -1.622, -0.636], [2.262, -2.066, -0.866], [1.316, -1.597, 0.256], [1.052, -0.126, 0.270], [1.561, 0.753, 1.162], [1.197, 2.037, 0.806], [0.454, 2.048, -0.355], [-0.098, 3.078, -1.127], [-0.815, 2.746, -2.289], [-0.961, 1.399, -2.666], [-0.398, 0.372, -1.884], [0.321, 0.672, -0.708], [2.497, -3.520, -0.781], [3.122, -4.166, 0.210], [3.451, -5.617, -0.054], [3.399, -3.676, 1.296], [5.360, 0.704, -1.224], [4.769, 0.912, -2.885], [4.154, 1.956, -1.583], [2.464, 0.293, -1.796], [1.720, -1.899, -1.795], [1.729, -1.866, 1.227], [0.367, -2.122, 0.145], [2.196, 0.483, 1.999], [1.474, 2.859, 1.321], [0.006, 4.108, -0.824], [-1.275, 3.525, -2.882], [-1.534, 1.150, -3.548], [-0.542, -0.658, -2.169], [2.305, -4.059, -1.608], [4.009, -6.006, 0.797], [2.530, -6.183, -0.179], [4.065, -5.688, -0.949], [-2.975, 4.763, 0.679], [-3.275, 3.939, 0.167], [-2.978, 2.771, 0.669], [-2.264, 2.730, 1.921], [-1.921, 1.529, 2.495], [-1.202, 1.569, 3.822], [-2.255, 0.311, 1.856], [-1.775, -0.977, 2.415], [-3.012, 0.308, 0.654], [-3.430, -0.893, 0.043], [-4.146, -0.892, -1.156], [-4.472, 0.316, -1.769], [-4.093, 1.518, -1.173], [-3.371, 1.521, 0.034], [-2.011, 3.665, 2.402], [-0.183, 1.187, 3.709], [-1.736, 0.958, 4.556], [-1.141, 2.589, 4.212], [-1.362, -1.610, 1.626], [-2.602, -1.507, 2.900], [-0.977, -0.851, 3.149], [-3.211, -1.856, 0.484], [-4.452, -1.831, -1.608], [-5.026, 0.326, -2.702], [-4.355, 2.458, -1.650]],
  "mulliken_charge": [-1.05, -0.02, 0.31, -0.70, 0.00, -1.47, 1.45, -1.59, 0.22, -0.56, -1.00, -0.51, -1.16, 0.17, 0.90, -0.11, 0.79, -1.33, -0.62, 0.38, 0.32, 0.31, 0.11, 0.43, 0.66, 0.23, 0.57, 0.18, 0.45, 0.42, 0.44, 0.48, 0.28, 0.34, 0.32, 0.36, 0.18, -0.87, 0.51, -0.92, 1.05, -1.86, 0.28, -1.18, 0.56, -0.69, -0.69, -0.65, -0.41, 0.64, 0.25, 0.34, 0.40, 0.38, 0.17, 0.40, 0.40, 0.42, 0.42, 0.40, 0.46],
  "e_homo_ev": -7.45,
  "smiles": "CNC(=O)[C@H](Cc1c[nH]c2ccccc12)NC(C)=O.[H]/N=c1\\cc(C)n(C)c2ccccc12"
}

---

{
  "formula": "C25H29NO2",
  "method": "ωB97M-V with the def2-TZVPD basis set",
  "species": ["C", "C", "C", "C", "N", "C", "C", "O", "C", "O", "C", "C", "C", "C", "C", "C", "C", "C", "C", "C", "C", "C", "C", "C", "C", "C", "C", "C", "H", "H", "H", "H", "H", "H", "H", "H", "H", "H", "H", "H", "H", "H", "H", "H", "H", "H", "H", "H", "H", "H", "H", "H", "H", "H", "H", "H", "H"],
  "positions_angstrom": [[1.406, 4.475, -2.691], [2.229, 3.304, -2.170], [1.676, 2.766, -0.853], [2.445, 1.526, -0.380], [2.256, 0.458, -1.349], [3.114, -0.697, -1.229], [2.755, -1.708, -0.105], [3.871, -2.072, 0.679], [2.186, -3.007, -0.696], [1.134, -2.754, -1.597], [-0.011, -2.173, -1.133], [-0.451, -2.198, 0.187], [-1.635, -1.574, 0.533], [-2.411, -0.913, -0.413], [-3.657, -0.234, -0.028], [-3.719, 0.532, 1.134], [-4.889, 1.173, 1.495], [-6.019, 1.056, 0.703], [-5.969, 0.297, -0.455], [-4.798, -0.340, -0.819], [-1.974, -0.910, -1.737], [-0.793, -1.525, -2.092], [2.055, 1.154, 1.037], [3.028, 1.034, 2.023], [2.692, 0.646, 3.310], [1.373, 0.378, 3.628], [0.395, 0.502, 2.656], [0.731, 0.885, 1.370], [1.399, 5.289, -1.969], [0.378, 4.170, -2.870], [1.821, 4.848, -3.624], [3.263, 3.624, -2.022], [2.231, 2.495, -2.900], [1.737, 3.536, -0.080], [0.624, 2.508, -0.987], [3.517, 1.763, -0.392], [1.281, 0.180, -1.398], [4.137, -0.345, -1.069], [3.088, -1.217, -2.192], [1.986, -1.255, 0.538], [4.158, -1.298, 1.177], [1.887, -3.684, 0.113], [2.962, -3.500, -1.285], [0.117, -2.707, 0.951], [-1.971, -1.619, 1.559], [-2.836, 0.643, 1.746], [-4.920, 1.769, 2.396], [-6.934, 1.555, 0.986], [-6.849, 0.200, -1.075], [-4.769, -0.945, -1.714], [-2.553, -0.395, -2.489], [-0.445, -1.516, -3.113], [4.060, 1.251, 1.781], [3.462, 0.554, 4.062], [1.107, 0.074, 4.630], [-0.636, 0.296, 2.902], [-0.041, 0.962, 0.618]],
  "mulliken_charge": [-1.34, -0.33, -1.02, -0.58, -0.11, -1.19, 1.85, -0.70, -1.23, -0.51, 0.21, -0.29, -0.56, 0.41, 0.12, -0.09, -0.73, -0.41, -0.64, -0.51, -0.64, -0.46, 0.24, -0.44, -0.60, -0.73, -0.38, 0.12, 0.33, 0.32, 0.41, 0.24, 0.32, 0.50, 0.21, 0.83, 0.10, 0.40, 0.43, -0.68, 0.41, 0.35, 0.44, 0.35, 0.63, 0.37, 0.40, 0.37, 0.38, 0.47, 0.49, 0.45, 0.47, 0.42, 0.43, 0.35, 0.35],
  "e_homo_ev": -8.28,
  "smiles": "CCC[C@H](NC[C@H](O)COc1ccc(-c2ccccc2)cc1)c1ccccc1"
}

---

{
  "formula": "C25H29NO4",
  "method": "ωB97M-V with the def2-TZVPD basis set",
  "species": ["C", "O", "C", "C", "C", "C", "C", "O", "C", "C", "C", "C", "N", "C", "C", "C", "C", "C", "C", "C", "C", "C", "O", "C", "C", "C", "C", "O", "C", "C", "H", "H", "H", "H", "H", "H", "H", "H", "H", "H", "H", "H", "H", "H", "H", "H", "H", "H", "H", "H", "H", "H", "H", "H", "H", "H", "H", "H", "H"],
  "positions_angstrom": [[1.446, 2.910, 3.323], [0.214, 2.248, 3.495], [-0.443, 1.810, 2.387], [-0.013, 1.999, 1.080], [-0.758, 1.464, 0.044], [-1.935, 0.772, 0.272], [-2.708, 0.206, -0.872], [-3.852, 0.500, -1.123], [-1.924, -0.819, -1.658], [-2.153, -0.758, -3.167], [-1.342, -1.871, -3.824], [-1.730, -3.229, -3.225], [-1.674, -3.300, -1.781], [-0.441, -3.729, -1.141], [0.534, -2.643, -0.748], [1.493, -2.173, -1.638], [2.333, -1.133, -1.292], [2.241, -0.547, -0.029], [3.087, 0.531, 0.323], [3.810, 1.444, 0.624], [4.663, 2.563, 0.965], [4.119, 3.874, 0.371], [4.871, 4.993, 0.766], [1.309, -1.041, 0.883], [0.470, -2.075, 0.521], [-2.380, -2.215, -1.157], [-2.378, 0.596, 1.594], [-3.510, -0.133, 1.752], [-4.035, -0.297, 3.047], [-1.624, 1.110, 2.637], [2.166, 2.276, 2.795], [1.322, 3.853, 2.781], [1.810, 3.119, 4.328], [0.894, 2.533, 0.854], [-0.422, 1.613, -0.972], [-0.859, -0.700, -1.445], [-1.846, 0.216, -3.555], [-3.216, -0.885, -3.377], [-1.524, -1.892, -4.900], [-0.279, -1.681, -3.663], [-1.103, -4.021, -3.640], [-2.769, -3.442, -3.507], [-0.734, -4.272, -0.232], [0.047, -4.439, -1.813], [1.586, -2.629, -2.614], [3.070, -0.768, -1.994], [4.726, 2.666, 2.053], [5.672, 2.378, 0.580], [3.107, 4.059, 0.739], [4.079, 3.792, -0.725], [5.775, 4.895, 0.445], [1.246, -0.609, 1.870], [-0.247, -2.449, 1.238], [-2.262, -2.282, -0.075], [-3.446, -2.319, -1.391], [-3.351, -0.862, 3.689], [-4.259, 0.667, 3.515], [-4.958, -0.860, 2.919], [-1.916, 0.987, 3.667]],
  "mulliken_charge": [-0.65, -0.49, 0.35, -0.62, -0.36, 0.09, -0.76, -0.62, 2.46, -1.29, -0.32, -0.96, 0.32, -1.89, 0.73, -0.20, -1.15, 1.25, -0.50, -0.28, -0.59, -0.32, -0.55, -0.85, 0.02, -1.75, 1.19, -0.42, -1.02, -0.42, 0.17, 0.31, 0.31, 0.38, 0.43, -0.80, 0.39, 0.36, 0.46, 0.18, 0.41, 0.38, 0.33, 0.53, 0.56, 0.48, 0.28, 0.43, 0.13, 0.32, 0.33, 0.48, 0.45, 0.43, 0.38, 0.36, 0.39, 0.25, 0.50],
  "e_homo_ev": -8.02,
  "smiles": "COc1ccc(C(=O)[C@@H]2CCCN(Cc3ccc(C#CCCO)cc3)C2)c(OC)c1"
}

---

{
  "formula": "C25H30Cl2N2O2S4SiV",
  "method": "ωB97M-V with the def2-TZVPD basis set",
  "species": ["V", "C", "Si", "C", "C", "C", "C", "C", "C", "N", "C", "S", "H", "H", "H", "H", "H", "H", "H", "H", "H", "H", "H", "H", "Cl", "C", "Cl", "H", "H", "C", "N", "C", "C", "O", "H", "H", "H", "H", "H", "H", "H", "O", "C", "C", "C", "C", "C", "S", "C", "C", "C", "C", "S", "C", "C", "C", "C", "S", "H", "H", "H", "H", "H", "H", "H", "H", "H"],
  "positions_angstrom": [[-0.304, -0.147, -1.033], [4.320, -4.230, -4.464], [2.943, -2.959, -4.407], [1.394, -3.698, -5.150], [3.478, -1.425, -5.327], [2.624, -2.564, -2.586], [3.314, -3.199, -1.564], [3.035, -2.949, -0.218], [2.034, -2.054, 0.076], [1.361, -1.417, -0.885], [1.640, -1.640, -2.185], [0.602, -0.691, -3.212], [4.551, -4.469, -5.504], [4.040, -5.161, -3.967], [5.239, -3.860, -4.003], [1.559, -3.963, -6.197], [0.568, -2.987, -5.104], [1.101, -4.604, -4.615], [3.818, -1.688, -6.332], [4.303, -0.928, -4.812], [2.660, -0.710, -5.416], [4.085, -3.921, -1.809], [3.572, -3.454, 0.572], [1.729, -1.838, 1.093], [-2.222, 0.928, -1.707], [-0.297, 5.008, 3.374], [-0.858, 3.596, 2.462], [-1.156, 5.372, 3.937], [0.485, 4.654, 4.047], [1.938, 0.863, 2.385], [1.510, 1.522, 1.153], [0.421, 1.099, 0.475], [2.289, 2.609, 0.720], [2.097, 3.215, -0.294], [1.280, 0.016, 2.558], [1.863, 1.547, 3.232], [2.966, 0.508, 2.309], [-1.342, 2.538, 3.120], [-1.197, -0.616, 1.440], [0.245, 1.873, -0.297], [3.089, 2.865, 1.433], [-1.259, -1.238, 0.703], [-2.402, -2.121, 0.851], [-3.472, -1.404, 1.642], [-4.348, -1.951, 2.531], [-5.241, -0.992, 3.079], [-5.011, 0.259, 2.598], [-3.754, 0.285, 1.440], [-1.947, -3.365, 1.581], [-2.364, -4.645, 1.390], [-1.784, -5.557, 2.317], [-0.940, -4.943, 3.187], [-0.844, -3.260, 2.895], [-2.858, -2.442, -0.545], [-4.061, -2.214, -1.130], [-4.059, -2.533, -2.518], [-2.852, -2.978, -2.949], [-1.713, -3.063, -1.675], [-4.339, -2.999, 2.794], [-6.005, -1.224, 3.807], [-5.528, 1.172, 2.848], [-3.057, -4.923, 0.608], [-1.978, -6.619, 2.323], [-0.353, -5.392, 3.972], [-4.905, -1.796, -0.602], [-4.914, -2.408, -3.166], [-2.562, -3.265, -3.947]],
  "mulliken_charge": [-0.01, -1.11, 0.12, -0.94, -1.03, 0.11, 0.22, -1.44, -0.12, 0.30, 0.32, -0.35, 0.31, 0.31, 0.32, 0.37, 0.25, 0.31, 0.34, 0.34, 0.33, 0.39, 0.41, 0.36, -0.50, -0.79, 0.10, 0.25, 0.21, -0.98, 0.58, -0.81, -0.07, -0.45, 0.24, 0.37, 0.37, 0.22, 0.10, 0.35, 0.36, 0.44, 2.47, -0.90, -0.42, -0.80, -0.54, 0.09, -0.48, -0.15, -0.78, -0.60, -0.10, -0.69, -0.49, -0.72, -0.57, 0.17, 0.56, 0.43, 0.47, 0.56, 0.43, 0.48, 0.56, 0.42, 0.48],
  "multiplicity": 4,
  "e_homo_ev": [-7.35, -8.01],
  "s_squared": 3.772
}

---

Calculated relative energy (zero: lowest compared OMol25 entry of this formula, charge and spin), 1.0959, 1.7097, 1.3216, 5.5959 eV (same order as the records).